{
  "formula": "HO2PS4",
  "method": "ωB97M-V/def2-TZVPD",
  "e_homo_ev": -10.0,
  "e_above_lowest_ev": 0.250,
  "max_force_ev_per_a": 2.61,
  "gap_ha": 0.29163,
  "e_tot_ev": -56740.783,
  "elements": ["O", "O", "P", "S", "S", "S", "S", "H"],
  "coordinates": [[-0.54164, -1.24564, 1.27011], [0.44166, -0.22103, -1.27813], [1.19152, 0.31176, -0.13897], [2.90974, -0.46819, 0.22551], [-1.10780, -1.75092, -0.02774], [-2.75107, -0.87683, -0.39763], [0.31114, 1.94543, 0.74371], [-0.45355, 2.30543, -0.39686]],
  "mulliken_charge": [-0.463, -0.539, 0.762, -0.266, 0.560, -0.115, -0.169, 0.230]
}